1.
{
  "formula": "C2H6N2O",
  "method": "the ωB97M-V functional and the def2-TZVPD basis",
  "gap_ev": 10.4401,
  "smiles": "[H]/N=C\\CNO",
  "lumo_energy_ev": 1.0,
  "homo_ha": -0.3478,
  "elements": ["C", "N", "C", "O", "N", "H", "H", "H", "H", "H", "H"],
  "positions_angstrom": [[-0.56514, -0.18123, -0.28136], [0.53333, -0.18554, -1.16706], [0.02791, -0.02461, 1.25502], [0.64571, 1.10978, -1.76662], [-0.41022, -0.34871, 2.34969], [0.68930, 0.93938, -2.71770], [1.28816, -0.01355, 0.90048], [-1.37295, -0.62127, 2.51704], [-1.23436, 0.66819, -0.42061], [-1.06792, -1.15000, -0.29847], [1.46618, -0.19244, -0.37041]]
}

2.
{
  "formula": "H12O6",
  "method": "the ωB97M-V functional and the def2-TZVPD basis",
  "gap_ev": 11.2312,
  "smiles": "O.O.O.O.O.O",
  "lumo_energy_ev": 0.4,
  "homo_ha": -0.3968,
  "elements": ["O", "H", "H", "O", "H", "H", "O", "H", "H", "O", "H", "H", "O", "H", "H", "O", "H", "H"],
  "positions_angstrom": [[1.09555, 0.07866, 0.50171], [0.70941, -0.78158, 0.69016], [0.75960, 0.65241, 1.20160], [-0.51093, -2.45097, 1.25389], [-0.74030, -2.24959, 0.33510], [-0.57034, -3.40506, 1.34439], [-1.64627, 0.56520, 2.52415], [-1.50913, -0.34482, 2.22117], [-1.79933, 0.42276, 3.46530], [-0.12070, -1.41553, -2.01606], [-0.59251, -0.57293, -2.10845], [0.65577, -1.38713, -2.57737], [-0.58525, 1.34429, -1.40602], [-1.09175, 1.35816, -0.58308], [0.10374, 1.99985, -1.17000], [1.91389, 2.45764, -1.08726], [1.93883, 1.61205, -0.59991], [1.98972, 2.11660, -1.98933]]
}

3.
{
  "formula": "C6H6N2OS",
  "method": "the ωB97M-V functional and the def2-TZVPD basis",
  "gap_ev": 8.4052,
  "lumo_energy_ev": -0.3,
  "homo_ha": -0.3190,
  "elements": ["C", "C", "C", "C", "C", "C", "N", "N", "O", "S", "H", "H", "H", "H", "H", "H"],
  "positions_angstrom": [[1.14070, -1.40989, -0.33196], [1.08100, 0.77911, 0.07512], [-0.24879, 0.59519, 0.18403], [-1.42371, -1.80497, 0.04335], [-2.40959, -0.95631, 0.36591], [1.85104, 2.00492, 0.35081], [1.84381, -0.34532, -0.21460], [-0.21496, -1.28427, -0.18919], [-2.40041, 1.02085, -1.27158], [-2.05630, 0.88005, 0.12023], [1.46335, -2.31120, -0.78838], [-1.57354, -2.85792, -0.09271], [-3.39960, -1.45891, 0.47554], [1.53264, 2.94614, -0.23011], [1.87474, 2.33676, 1.34202], [2.93963, 1.86576, 0.16154]]
}

4.
{
  "formula": "C28H19FeN2O5PS4",
  "method": "the ωB97M-V functional and the def2-TZVPD basis",
  "s2": 8.77,
  "gap_ev": [6.8630, 6.7251],
  "lumo_energy_ev": [1.9, 1.4],
  "charge": -1,
  "spin_multiplicity": 6,
  "homo_ha": [-0.1820, -0.1954],
  "elements": ["Fe", "S", "C", "S", "S", "O", "C", "O", "C", "C", "C", "C", "C", "C", "P", "C", "C", "C", "C", "C", "C", "C", "C", "C", "C", "C", "C", "H", "H", "H", "H", "H", "H", "H", "H", "H", "H", "H", "H", "H", "H", "O", "S", "O", "N", "C", "O", "C", "C", "C", "C", "C", "C", "H", "H", "H", "H", "N", "C", "H"],
  "positions_angstrom": [[0.06647, 1.01458, 2.06485], [-2.69846, 2.48664, 5.29736], [-1.66481, 2.14976, 4.05149], [0.07338, 2.27501, 4.05426], [-2.26731, 1.26147, 2.66324], [0.80211, -2.33452, 3.93817], [0.22531, -1.64954, 3.09567], [0.84919, -0.65120, 2.50149], [-1.13944, -2.09795, 2.68314], [-1.85243, -2.86268, 3.54460], [-3.18901, -3.25443, 3.26363], [-3.69758, -2.92022, 2.02998], [-2.93952, -2.17823, 1.10919], [-1.68706, -1.66646, 1.38945], [-0.92808, -0.38646, 0.33550], [0.27456, -1.18683, -0.80738], [0.88473, -0.46332, -1.82932], [1.96207, -0.94226, -2.51162], [2.52166, -2.19205, -2.32776], [1.95400, -2.95327, -1.29342], [0.88184, -2.44742, -0.53229], [-2.20682, 0.09014, -0.85671], [-3.01730, 1.13550, -0.48938], [-4.21541, 1.45043, -1.19168], [-4.51992, 0.76074, -2.35819], [-3.61771, -0.14070, -2.86988], [-2.44117, -0.50209, -2.11979], [-1.29568, -3.18723, 4.44836], [-3.77568, -3.90836, 3.95921], [-4.68624, -3.25412, 1.66971], [-3.35935, -1.94187, 0.15317], [0.53369, 0.64391, -2.15726], [2.34505, -0.26149, -3.32446], [3.32590, -2.57154, -2.93414], [2.42524, -3.88412, -1.01477], [0.42859, -3.11247, 0.20329], [-2.88788, 1.64995, 0.47001], [-4.89589, 2.17248, -0.79944], [-5.48429, 1.03172, -2.88002], [-3.82218, -0.64080, -3.75036], [-1.72766, -1.28050, -2.44597], [3.65057, 4.36108, -2.20418], [2.69198, 3.24567, -2.07594], [1.96988, 2.87447, -3.33420], [1.56183, 3.31155, -0.89421], [1.82763, 2.35655, 0.06605], [1.10356, 2.25752, 1.02983], [3.03451, 1.49510, -0.18069], [3.52504, 0.42083, 0.50657], [4.56186, -0.30490, -0.04486], [5.16962, 0.07855, -1.24604], [4.67778, 1.19420, -1.97015], [3.64167, 1.92647, -1.38321], [3.21745, 0.11530, 1.52363], [4.98122, -1.23484, 0.36898], [5.96185, -0.58193, -1.64377], [5.27393, 1.46089, -2.83992], [-0.77408, 4.62912, -0.11722], [-1.63538, 4.97662, 0.58699], [0.02217, 4.16754, -0.57962]]
}

5.
{
  "formula": "C6H13N",
  "method": "the ωB97M-V functional and the def2-TZVPD basis",
  "gap_ev": 9.7559,
  "smiles": "C[C@H]1CCCN1C",
  "lumo_energy_ev": 1.2,
  "homo_ha": -0.3140,
  "elements": ["C", "N", "C", "C", "C", "C", "C", "H", "H", "H", "H", "H", "H", "H", "H", "H", "H", "H", "H", "H"],
  "positions_angstrom": [[0.70084, -1.92718, -0.34363], [0.67450, -0.51995, -0.03874], [0.80110, 0.22086, -1.31031], [0.08810, 1.56411, -1.19763], [-0.74182, 1.38272, 0.08670], [-0.60851, -0.05396, 0.59694], [-0.59315, -0.19038, 2.09768], [-0.07260, -2.37114, -0.98896], [0.80351, -2.58063, 0.53026], [1.64671, -2.05696, -0.90116], [1.85353, 0.35584, -1.56093], [0.45716, -0.37735, -2.16945], [-0.42808, 1.83691, -2.11639], [0.73506, 2.43071, -0.98857], [-0.34049, 2.09435, 0.80520], [-1.77064, 1.73531, -0.04874], [-1.37797, -0.70261, 0.16564], [0.07544, 0.56727, 2.49985], [-0.29609, -1.21329, 2.37434], [-1.60659, -0.19463, 2.50791]]
}

6.
{
  "formula": "C3H5NOS2",
  "method": "the ωB97M-V functional and the def2-TZVPD basis",
  "gap_ev": [7.8491, 7.2578],
  "lumo_energy_ev": [-1.0, -1.4],
  "homo_ha": [-0.3237, -0.3170],
  "elements": ["C", "C", "C", "N", "O", "S", "S", "H", "H", "H", "H", "H"],
  "positions_angstrom": [[-0.04996, -0.43163, 0.56984], [1.24285, -0.81750, -0.20487], [-1.50753, 1.95950, 0.07015], [-0.33520, 2.45745, 0.12976], [0.86884, 2.22008, 0.14422], [-1.51706, 0.19773, -0.27677], [2.53628, 0.45142, -0.19275], [-0.41820, -1.15994, 1.32136], [0.30876, 0.46886, 1.17199], [1.53841, -1.68734, 0.28879], [0.96327, -1.17589, -1.31493], [-2.28267, 2.45911, 0.45589]]
}

Relative energy (zero: lowest compared OMol25 entry of this formula, charge and spin): 494.6 97.4 410.6 135.7 48.7 529.2 (kJ/mol)
DFT total energy: -7194.662 -12480.105 -22177.254 -129580.738 -7922.328 -28394.746 (eV)
Maximum force: 4.41 1.01 6.25 4.31 1.90 6.31 (eV/A)